The following is a DFT calculation (ωB97M-V/def2-TZVPD) of a cluster of 2 separate species, C5H12N2 in total in a non-equilibrium geometry.

Structure (XYZ):
```
19
Properties=species:S:1:pos:R:3:lowdin_charge:R:1
C 1.119 -0.390 -1.231 -0.315
C -0.325 0.075 -1.500 -0.197
C -1.852 -0.518 -0.205 -0.219
C -2.221 -0.118 0.990 -0.237
N 1.178 -0.981 0.101 -0.109
C 1.392 0.017 1.144 -0.326
N 0.818 1.356 0.968 0.003
H 1.857 0.425 -1.278 0.083
H 1.451 -1.119 -1.927 0.061
H -0.662 1.063 -1.317 -0.014
H -0.790 -0.430 -2.320 -0.001
H -2.276 -1.251 -0.903 0.011
H -3.266 -0.229 1.284 -0.022
H -1.497 0.362 1.732 0.015
H 0.237 -1.370 0.209 0.059
H 2.453 0.145 1.241 0.080
H 0.900 -0.363 2.078 0.100
H 1.465 1.982 0.558 0.028
H 0.017 1.342 0.377 0.000
```

Computed properties:
Net charge   -1
Relative energy (zero: lowest compared OMol25 entry of this formula, charge and spin)   3.655 eV
Multiplicity   2
E_LUMO (spin up / spin down)   4.3 / 4.2 eV
Expectation value of S²   0.757
Kohn-Sham gap (spin up / spin down)   3.44 / 7.53 eV